No. 1
ORCA calculation (the ωB97M-V functional and the def2-TZVPD basis) on a 10-piece molecular cluster, C7H29INO13 overall in a non-equilibrium geometry.

```
! wB97M-V def2-TZVPD RIJCOSX def2/J DEFGRID3
* xyz -1 1
O -1.99690 -0.75976 2.65029
C -2.24215 -1.13118 1.37009
O -3.61176 -0.97280 0.84499
C -1.07910 -1.79859 0.41457
N -0.59383 -0.90910 -0.70702
C 0.90148 -0.96575 -0.90882
C 1.79650 -0.20224 0.23030
C 1.06076 1.06088 0.97086
C 0.96217 2.43208 0.07660
I -1.15151 3.11110 -0.15485
C 1.25726 -0.38703 -2.42144
O 0.59091 0.72017 -2.79559
O 2.22056 -1.13179 -3.25670
H -3.59643 -0.48128 -0.03821
H -0.18373 -2.26130 1.04749
H -1.59322 -2.73994 -0.10985
H -0.96996 0.06208 -0.65652
H 1.22974 -2.11240 -0.88078
H 2.24912 -0.97553 1.00117
H 2.74078 0.25363 -0.34084
H -0.00270 0.74527 1.39483
H 1.72462 1.32205 1.92483
H 1.50460 2.35941 -0.98175
H 1.49726 3.34886 0.62268
O 1.24985 -4.00642 0.61017
H 2.13726 -4.09638 0.98899
H 0.83018 -4.86080 0.79158
O -3.21764 6.32061 -0.50816
H -2.90310 5.40713 -0.43239
H -3.43111 6.41743 -1.44839
O -4.46875 4.87924 -2.71116
H -5.28607 5.36775 -2.53100
H -4.66206 4.39207 -3.52620
O -0.62560 3.85318 -3.38363
H -0.31107 2.93971 -3.30786
H -0.83907 3.95000 -4.32387
O -1.04066 -5.73652 0.39950
H -1.84403 -5.36291 0.79208
H -1.20699 -5.69897 -0.55440
O 3.38487 -5.44911 1.58665
H 4.27228 -5.53907 1.96547
H 2.96520 -6.30348 1.76806
O 4.44318 -0.04870 1.13632
H 5.29707 -0.50398 1.18838
H 4.43749 0.52790 1.91509
O 5.59464 -3.63009 2.53710
H 4.65457 -3.39779 2.57450
H 5.87277 -3.63045 3.46534
O -6.18818 5.42557 0.84894
H -5.39892 5.65319 0.33479
H -6.43060 4.54407 0.52773
*
```

The calculation puts the electronic energy at -1614.56123 a.u. The calculation puts the HOMO energy at -4.35 eV.

Mulliken atomic charge list, values in e, 2 entries: -0.540 0.425

No. 2
ORCA calculation (the ωB97M-V functional and the def2-TZVPD basis) on a 7-piece molecular cluster, C7H29NO6 overall in a non-equilibrium geometry.

```
! wB97M-V def2-TZVPD RIJCOSX def2/J DEFGRID3
* xyz 0 1
C 0.44762 -1.89224 0.03311
C -0.34445 -2.50994 -1.26436
C -0.67051 -1.67750 -2.47094
C 0.62008 -1.69280 -3.33694
C -0.47901 -0.83381 0.61326
N -0.54959 -0.70550 2.05017
C -1.71900 -1.57616 2.55389
C 0.64448 -0.96229 2.86864
H 0.50300 -2.79806 0.61687
H 1.33804 -1.32708 -0.33975
H -1.27312 -2.91560 -0.82923
H 0.02144 -3.55014 -1.43183
H -0.81474 -0.61877 -2.21475
H -1.66801 -1.88467 -2.87356
H 1.44456 -1.60614 -2.62501
H 0.74367 -2.55713 -3.97791
H 0.57266 -0.86503 -4.05541
H -1.51206 -0.91651 0.24174
H -0.30985 0.17104 0.15551
H -2.48598 -0.80615 2.86967
H -1.47744 -2.14266 3.46361
H -2.11720 -2.23546 1.79493
H 0.74615 -2.08394 3.05178
H 0.41980 -0.50952 3.83856
H 1.53898 -0.65740 2.31348
H -3.05708 2.41680 -2.77542
H -1.88697 1.39323 -2.99795
O -2.63515 1.62091 -2.44228
H 2.54656 2.30458 -2.86362
H 2.65537 2.26192 -1.24484
O 2.43818 2.76394 -2.03227
H 1.36505 2.61719 1.97976
H 2.37795 3.75449 2.00103
O 2.27446 2.82358 2.23031
H -0.81262 3.23873 -0.99980
H -1.16365 2.73238 0.38744
O -0.66496 3.44351 -0.06961
H 3.02655 1.75672 1.00598
H 3.46815 0.09048 0.94116
O 3.01665 0.86027 0.61839
H -2.85618 1.65599 1.30497
H -1.52062 1.37223 2.03075
O -2.19119 2.04647 1.88049
*
```

The calculation puts the electronic energy at -790.20578 a.u. The energy above the lowest of the compared OMol25 structures with the same formula, charge and spin comes out at 117.6 kJ/mol. Its SMILES is CCCCCN(C)C.O.O.O.O.O.O. The calculation puts the HOMO energy at -8.54 eV.

Mulliken atomic charge list, values in e, 2 entries: 0.116 -1.371

No. 3
ORCA calculation (the ωB97M-V functional and the def2-TZVPD basis) on a 8-piece molecular cluster, C7H29NO8 overall in a non-equilibrium geometry.

```
! wB97M-V def2-TZVPD RIJCOSX def2/J DEFGRID3
* xyz -2 1
N 0.09726 0.06368 -0.54180
H 0.83328 0.01937 0.14888
H 0.46829 0.49092 -1.44646
H -0.74080 0.51930 -0.18053
H -0.27886 -0.88507 -0.83799
O 1.15406 0.71596 -3.02661
H 0.64829 1.45910 -3.38878
O -2.13804 -4.97858 -2.38614
C -2.66276 -3.82001 -1.83857
C -1.83280 -2.48192 -1.88038
O -0.48087 -2.52293 -1.50095
H -2.83729 -4.12958 -0.77150
H -3.74333 -3.70112 -2.10321
H -2.30334 -1.66287 -1.29552
H -1.85065 -2.23675 -2.96137
C -2.35399 2.98422 -1.05098
O -2.15570 1.98272 -0.06451
H -3.42265 3.17238 -1.17897
H -1.94043 3.97377 -0.83094
H -1.81333 2.56845 -1.89943
H -2.83857 1.99077 0.60917
C 0.71892 -3.17785 2.10640
O 1.40987 -4.20276 1.39933
H 0.62632 -2.35763 1.38771
H -0.27701 -3.45597 2.44633
H 1.33004 -2.92495 2.98601
H 2.31997 -3.91109 1.34567
C -0.60651 0.98247 3.22425
O 0.37654 0.22000 2.53887
H -1.54038 0.42721 3.33117
H -0.29454 1.32252 4.21446
H -0.91680 1.79978 2.56176
H 1.07669 0.86751 2.40487
C 0.80341 4.49782 -1.41551
O 1.25511 3.17962 -1.20040
H 0.69828 4.96253 -0.43350
H 1.44528 5.18281 -1.98798
H -0.13071 4.45520 -1.98364
H 1.21164 2.70567 -2.05914
C 3.58804 -0.54105 1.59911
O 2.76754 -0.69808 0.41238
H 3.21059 0.41131 1.96975
H 3.29178 -1.35218 2.26632
H 4.65446 -0.48974 1.38621
H 3.17369 -1.42493 -0.07383
*
```

The calculation puts the electronic energy at -940.44193 a.u. The energy above the lowest of the compared OMol25 structures with the same formula, charge and spin comes out at 174.8 kJ/mol. The calculation puts the HOMO energy at 1.98 eV.

Mulliken atomic charge list, values in e, 2 entries: 0.347 0.086

No. 4
ORCA calculation (the ωB97M-V functional and the def2-TZVPD basis) on a 8-piece molecular cluster, C7H31N14O8 overall in a non-equilibrium geometry.

```
! wB97M-V def2-TZVPD RIJCOSX def2/J DEFGRID3
* xyz 1 1
O -0.42078 0.04613 0.61083
H 0.42346 0.29438 0.16546
H -1.12952 -0.25613 -0.03422
H -0.27947 -0.66930 1.27219
C -2.73512 -0.48711 -2.24526
O -2.28168 -0.01632 -1.18942
N -2.18448 -1.57376 -2.83205
N -3.65426 0.16294 -3.00108
H -1.48333 -1.94861 -2.21051
H -2.46201 -1.97894 -3.70273
H -3.91131 -0.24049 -3.88128
H -3.93574 1.09635 -2.76265
C 1.34662 1.23481 -4.28157
O 2.34994 0.55471 -4.56944
N 0.66381 1.11525 -3.13787
N 0.98692 2.26850 -5.11295
H 1.17913 0.76825 -2.34510
H -0.14721 1.67428 -2.93854
H 0.23542 2.86689 -4.82177
H 1.34977 2.33436 -6.04404
C -1.33050 1.51926 4.14853
O -0.82743 2.33664 4.90911
N -1.08191 0.18089 4.17311
N -2.14241 1.89561 3.10904
H -0.33193 -0.07082 4.79432
H -1.75044 -0.43103 3.73660
H -2.44219 2.85592 3.14395
H -2.76799 1.23597 2.67849
C 2.03571 -1.73434 -1.48740
O 1.35342 -0.90385 -0.89589
N 1.81320 -3.08250 -1.45411
N 2.99137 -1.36259 -2.40378
H 1.02413 -3.51343 -1.00983
H 2.60857 -3.67370 -1.62393
H 3.31003 -2.14991 -2.94012
H 2.81503 -0.50789 -2.93160
C 1.89705 -0.76032 3.19047
O 1.14778 -1.34967 2.42621
N 2.67575 0.29714 2.87762
N 2.15133 -1.15414 4.51445
H 2.35678 0.85342 2.08676
H 3.14513 0.79415 3.60918
H 2.74055 -0.59916 5.09875
H 1.91602 -2.09773 4.76556
C 3.17898 2.21242 -0.45568
O 2.41540 1.59228 0.28756
N 3.84939 1.64440 -1.48833
N 3.36214 3.56574 -0.37007
H 4.34671 2.25945 -2.10066
H 3.94134 0.64869 -1.59888
H 4.00836 4.05152 -0.95585
H 2.99591 3.95529 0.48329
C -3.87976 -1.78264 1.85009
O -2.71638 -1.39442 1.92204
N -4.73510 -1.40891 0.85536
N -4.48679 -2.59291 2.76304
H -4.42957 -0.78675 0.12961
H -5.65029 -1.80486 0.91719
H -5.38800 -3.03280 2.72131
H -4.02957 -2.95062 3.58651
*
```

The calculation puts the electronic energy at -1653.92400 a.u. The energy above the lowest of the compared OMol25 structures with the same formula, charge and spin comes out at 80.0 kJ/mol. The calculation puts the HOMO energy at -11.19 eV.

Mulliken atomic charge list, values in e, 2 entries: 0.021 0.413